Below is C39H35ClN2PdSi2 as an isolated structure, with properties calculated with the ωB97M-V functional and the def2-TZVPD basis.

As for the spin multiplicity: 5. The net charge is +2. The max |F| comes out at 2.41 eV/A. The orbital gap (alpha / beta) comes out at 5.79 / 2.70 eV. The highest occupied orbital energy (alpha / beta) is -12.21 / -12.21 eV. Its calculated total energy is -75730.843 eV.

Geometry as XYZ:
```
80
Properties=species:S:1:pos:R:3:forces:R:3:lowdin_spin:R:1
C -1.3510 -0.6820 4.9834 -0.64 -0.09 0.31 0.316
C -2.1932 -0.1072 3.9866 -0.37 -0.60 -0.49 0.257
C -2.2884 -1.0402 2.8864 -0.08 -0.61 0.76 0.228
H -2.7356 0.8315 4.0404 0.20 -0.20 0.11 0.007
C -1.4602 -2.1713 3.2254 -1.01 -0.14 0.17 0.253
C -0.9477 -1.9656 4.5424 -0.26 -0.43 -0.32 0.302
H -0.3818 -2.7019 5.1107 -0.06 0.36 -0.16 0.008
H -1.1105 -0.2307 5.9394 -0.01 -0.06 -0.15 0.009
H -2.8993 -0.9411 1.9855 0.25 -0.13 0.42 0.007
H -1.3301 -3.0469 2.5886 -0.03 0.26 0.30 0.005
Pd -0.2235 -0.2119 2.7012 0.85 1.06 1.32 1.353
Si 1.3565 -0.0395 -3.4772 1.06 0.11 -0.48 0.002
C 1.1651 1.5222 -4.4529 -0.23 0.56 0.05 0.000
C 2.0188 1.9489 -5.4896 -0.47 0.23 -0.14 0.000
H 2.9927 1.4772 -5.6434 -0.36 0.03 0.00 0.000
C 1.6040 2.9685 -6.3617 0.06 -0.10 0.32 0.000
H 2.2454 3.2625 -7.2021 -0.30 -0.09 0.44 0.000
C 0.3730 3.6087 -6.1577 0.01 -0.16 0.20 0.000
H 0.0538 4.4142 -6.8169 0.11 -0.22 0.07 0.000
C -0.4498 3.2258 -5.0932 0.18 0.18 -0.07 0.000
H -1.4040 3.7256 -4.9023 0.31 -0.09 -0.24 0.000
C -0.0501 2.1897 -4.2553 0.06 0.14 -0.40 0.000
H -0.7029 1.8857 -3.4375 0.11 -0.07 -0.49 0.000
C 1.5268 -1.3911 -4.7190 0.26 -0.32 -0.52 0.001
C 0.5766 -1.2835 -5.7607 -0.15 -0.64 0.39 0.000
H 0.1034 -0.3198 -5.9787 0.11 -0.37 0.15 0.000
C 0.1500 -2.4275 -6.4371 0.39 0.00 0.10 0.000
H -0.6544 -2.3404 -7.1721 0.33 -0.18 0.19 0.000
C 0.7513 -3.6621 -6.1451 0.09 0.25 0.10 0.000
H 0.3755 -4.5651 -6.6294 0.24 0.24 0.11 0.000
C 1.8317 -3.7318 -5.2499 0.01 0.14 -0.15 0.000
H 2.3451 -4.6847 -5.0820 -0.22 0.36 -0.13 0.000
C 2.2453 -2.5888 -4.5483 -0.88 -0.14 -0.24 0.000
H 3.0751 -2.6430 -3.8406 -0.32 -0.04 -0.09 0.000
H 0.0787 -0.3528 -2.8302 -0.35 0.21 0.48 0.001
Si 0.0307 -0.0236 0.4101 0.73 0.14 -2.29 0.304
C -0.6752 -1.6418 -0.1926 -0.03 -0.16 -0.03 0.104
C -1.8782 -1.7053 -0.9222 -0.48 -0.43 -0.02 0.039
H -2.3963 -0.7920 -1.2230 0.24 -0.22 0.02 0.001
C -2.4456 -2.9442 -1.2635 -0.07 0.43 0.11 0.010
H -3.3883 -2.9750 -1.8219 0.47 0.06 0.16 0.000
C -1.8483 -4.1397 -0.8530 0.16 0.13 0.14 0.059
H -2.3107 -5.1022 -1.0949 0.20 0.41 0.09 0.003
C -0.6637 -4.0905 -0.1075 0.06 0.16 0.00 -0.002
H -0.2060 -5.0166 0.2521 -0.09 0.34 -0.23 -0.001
C -0.0807 -2.8578 0.2021 -0.21 -0.62 0.15 0.053
H 0.8310 -2.8688 0.7995 -0.03 0.16 -0.20 0.001
C -0.9904 1.4577 -0.0785 -0.15 0.30 0.07 0.089
C -2.2531 1.6212 0.5318 -0.34 0.32 -0.07 0.035
H -2.5332 1.0229 1.4055 0.03 0.10 -0.48 0.006
C -3.1627 2.5809 0.0744 0.16 -0.16 0.29 -0.001
H -4.1141 2.7140 0.5974 0.27 -0.11 -0.30 0.000
C -2.8356 3.3839 -1.0206 0.22 -0.22 0.15 0.028
H -3.5632 4.0959 -1.4158 0.29 -0.20 0.14 0.001
C -1.5589 3.2840 -1.5808 -0.01 0.18 0.24 0.005
H -1.2989 3.9538 -2.4021 0.09 -0.27 0.24 0.000
C -0.6248 2.3676 -1.0827 -0.15 0.06 0.06 0.028
H 0.3880 2.3384 -1.4826 -0.26 0.02 -0.09 0.001
H 2.4005 0.0397 -2.4221 0.01 -0.15 -0.29 0.003
Cl 2.0960 0.0793 0.1798 -0.66 0.06 0.17 0.108
C -0.6365 3.6655 4.8207 0.14 -0.42 -0.02 0.008
C 0.3861 3.6085 5.7713 -0.16 -0.01 -0.24 -0.003
C 1.2886 2.5563 5.7267 0.33 -0.50 -0.44 0.006
C 1.1775 1.5733 4.7302 -0.73 0.93 0.22 0.010
N 0.1901 1.6628 3.8114 0.24 -0.12 0.40 0.151
C -0.6997 2.6583 3.8561 0.35 0.46 0.36 0.013
C 1.9520 0.3215 4.7472 0.49 -0.97 0.36 0.012
C 2.8888 0.0123 5.7489 -0.25 0.27 -0.54 0.005
C 3.3979 -1.2770 5.8509 -0.12 0.10 -0.18 -0.003
C 2.9571 -2.2513 4.9557 -0.28 0.08 -0.10 0.008
C 2.0442 -1.8815 3.9712 0.57 0.22 0.31 0.014
N 1.5845 -0.6301 3.8634 -0.16 -0.05 0.43 0.147
H -1.4009 4.4350 4.8490 0.19 -0.04 -0.06 0.001
H 0.4667 4.3612 6.5521 -0.04 -0.13 -0.17 0.000
H 2.0843 2.4541 6.4574 -0.23 0.25 -0.02 0.001
H -1.4908 2.6369 3.1123 0.16 0.08 -0.03 0.002
H 3.1874 0.7957 6.4345 0.09 -0.26 0.03 0.001
H 4.1093 -1.5201 6.6358 -0.13 0.02 -0.14 0.000
H 3.2625 -3.2905 5.0429 0.07 0.24 -0.08 0.001
H 1.6465 -2.6045 3.2663 0.12 0.07 -0.02 0.004
```
Positions in Å, forces in eV/Å.